Version a
{"formula": "C6H24N2O4", "method": "wB97M-V/def2-TZVPD", "symbols": ["C", "C", "N", "C", "C", "N", "C", "C", "H", "H", "H", "H", "H", "H", "H", "H", "H", "H", "H", "H", "H", "H", "H", "H", "O", "H", "H", "O", "H", "H", "O", "H", "H", "O", "H", "H"], "xyz": [[1.78366, 0.01456, -3.11715], [1.52621, -0.93606, -1.86913], [0.17199, -0.77018, -1.35517], [-0.25303, -2.12843, -0.67922], [-0.41829, -1.96332, 0.76516], [0.85817, -1.58261, 1.40776], [0.88727, -1.51883, 2.86047], [0.14225, -0.32271, 3.48069], [1.19482, 0.90355, -2.96536], [2.82822, 0.35551, -3.27370], [1.48727, -0.47025, -4.00222], [2.21024, -0.78160, -1.11551], [1.66439, -1.93042, -2.29745], [0.13187, -0.03608, -0.57793], [0.41439, -3.07325, -0.92367], [-1.18628, -2.69777, -1.13948], [-1.17763, -1.16359, 1.05515], [-0.77616, -2.85823, 1.34604], [1.11066, -0.69451, 1.12975], [1.83714, -1.62769, 3.38551], [0.50215, -2.59382, 3.16706], [-0.15751, -0.54120, 4.45559], [0.83768, 0.61165, 3.50169], [-0.83074, -0.08508, 3.07130], [-1.75794, 2.21080, 1.50422], [-2.18598, 3.00003, 1.41340], [-1.36961, 2.04260, 2.46377], [-3.24386, 1.65837, -1.13615], [-2.43142, 1.96948, -0.63949], [-3.66942, 2.44212, -1.39415], [1.05887, 2.34135, 0.19170], [0.77972, 3.00313, -0.41727], [1.58166, 1.72208, -0.46580], [-0.76736, 1.97051, -2.52373], [-1.26985, 1.14163, -2.27254], [-1.51354, 2.38826, -3.03417]], "lowdin_charge": [-0.07, -0.29, -0.05, -0.22, -0.27, -0.08, -0.29, -0.10, 0.02, 0.07, 0.04, 0.07, 0.10, 0.10, 0.13, 0.13, 0.12, 0.13, 0.05, 0.10, 0.14, 0.04, 0.11, 0.04, -0.07, -0.03, 0.11, -0.06, 0.04, 0.00, -0.09, 0.00, 0.09, -0.12, 0.04, 0.06], "mol_weight_g_mol": 188.27, "multiplicity": 1, "smiles": "CCNCCNCC.O.O.O.O", "orbital_gap_ev": 9.01}

Version b
{"formula": "C6H24N2O4", "method": "wB97M-V/def2-TZVPD", "symbols": ["C", "N", "C", "C", "N", "C", "C", "C", "H", "H", "H", "H", "H", "H", "H", "H", "H", "H", "H", "H", "H", "H", "H", "H", "O", "H", "H", "O", "H", "H", "O", "H", "H", "O", "H", "H"], "xyz": [[0.35767, -1.68396, -2.92143], [0.40666, -1.50432, -1.46270], [-0.62548, -0.42792, -1.02346], [0.02970, 0.76328, -0.51531], [-0.38842, 0.99818, 0.88841], [0.12076, -0.07950, 1.76405], [1.63254, 0.01299, 2.14977], [-0.77953, 0.07168, 3.01951], [0.35297, -0.66188, -3.36641], [-0.66324, -2.06111, -3.29098], [1.15641, -2.33595, -3.27483], [0.20003, -2.26377, -0.79094], [-1.27786, -0.15611, -1.89024], [-1.54322, -0.77468, -0.32781], [1.15554, 0.81841, -0.71959], [-0.34846, 1.72270, -0.95052], [-0.08152, 1.85340, 1.27306], [-0.12414, -0.99717, 1.18995], [1.83467, 1.15808, 2.29264], [2.01995, -0.51967, 3.01950], [2.01303, -0.53068, 1.21160], [-0.33377, 0.77148, 3.72554], [-1.85253, 0.48716, 2.83318], [-0.91629, -0.90866, 3.54536], [3.43254, 1.13442, -2.09287], [4.13832, 0.77929, -1.59066], [2.68498, 0.65933, -1.70460], [-3.23083, -0.10295, 0.82082], [-2.31983, 0.25113, 0.95574], [-3.81967, 0.62574, 0.67757], [-3.39656, -2.55643, -0.31225], [-3.54527, -1.56236, -0.14552], [-2.45800, -2.51897, 0.02438], [1.74669, 3.52838, -1.11714], [2.66260, 3.05225, -1.50795], [1.75957, 2.95821, -0.38590]], "lowdin_charge": [-0.15, -0.12, -0.24, -0.24, -0.07, -0.46, -0.05, -0.07, 0.08, 0.09, 0.07, 0.10, 0.12, 0.11, 0.10, 0.13, 0.10, 0.12, 0.11, 0.06, 0.09, 0.06, 0.09, 0.09, -0.03, 0.03, 0.01, -0.07, 0.01, 0.06, -0.13, 0.02, 0.02, -0.11, 0.12, -0.05], "mol_weight_g_mol": 188.27, "multiplicity": 1, "smiles": "CNCCNC(C)C.O.O.O.O", "orbital_gap_ev": 9.77}

Which is most stable, and by how much? version b, by 1.9 kcal/mol.

Version a
{"formula": "C25H32FN3O3", "method": "wB97M-V/def2-TZVPD", "symbols": ["C", "O", "C", "C", "C", "C", "C", "N", "C", "C", "C", "C", "O", "N", "C", "C", "N", "C", "C", "C", "C", "C", "C", "F", "C", "C", "C", "C", "C", "C", "O", "C", "H", "H", "H", "H", "H", "H", "H", "H", "H", "H", "H", "H", "H", "H", "H", "H", "H", "H", "H", "H", "H", "H", "H", "H", "H", "H", "H", "H", "H", "H", "H", "H"], "xyz": [[7.18611, -0.66108, 3.26976], [6.16561, -1.61754, 3.39273], [4.87832, -1.17663, 3.50123], [4.48343, 0.14822, 3.49063], [3.14087, 0.48858, 3.60612], [2.17837, -0.48972, 3.74249], [0.71688, -0.15727, 3.88182], [-0.07258, -0.91078, 2.92254], [-1.50738, -0.87103, 3.17134], [-2.22603, 0.20569, 2.36061], [-2.10549, -0.08165, 0.85629], [-2.00075, 1.23323, 0.08748], [-1.59369, 2.25492, 0.61217], [-2.37124, 1.22437, -1.21652], [-2.76738, 0.10095, -2.03423], [-1.79413, -0.03041, -3.21907], [-1.70238, 1.18682, -3.98937], [-2.44453, 1.41190, -5.13459], [-2.05254, 2.42994, -6.01785], [-2.71825, 2.67773, -7.19925], [-3.80731, 1.90681, -7.57127], [-4.21579, 0.88658, -6.73403], [-3.55078, 0.65735, -5.54610], [-4.04667, -0.34575, -4.76576], [-1.30255, 2.29439, -3.14652], [-2.28783, 2.45347, -1.98085], [-0.83924, -0.92058, 0.58870], [0.26195, -0.51725, 1.55913], [2.56858, -1.82795, 3.75468], [3.89702, -2.18550, 3.63180], [4.36695, -3.46623, 3.62791], [3.43785, -4.51129, 3.76021], [7.06867, -0.05772, 2.36283], [7.22738, 0.00135, 4.14138], [8.11387, -1.22777, 3.20572], [5.21302, 0.93582, 3.38952], [2.85852, 1.53078, 3.59046], [0.38602, -0.44389, 4.88579], [0.57714, 0.93276, 3.77195], [-1.92429, -1.85441, 2.91929], [-1.67839, -0.70902, 4.23737], [-1.77411, 1.17766, 2.56900], [-3.27595, 0.25661, 2.65228], [-2.99037, -0.62916, 0.52344], [-3.78026, 0.27900, -2.41409], [-2.76585, -0.82665, -1.46823], [-0.79046, -0.23418, -2.82403], [-2.08045, -0.86544, -3.85468], [-1.18608, 3.02359, -5.77206], [-2.37473, 3.47383, -7.84228], [-4.32873, 2.09389, -8.49603], [-5.06194, 0.26232, -6.97589], [-0.30216, 2.08830, -2.75039], [-1.27252, 3.22089, -3.71583], [-3.28194, 2.69578, -2.37632], [-1.96132, 3.24493, -1.30502], [-0.48846, -0.76870, -0.43364], [-1.05733, -1.98227, 0.71427], [1.20456, -1.00632, 1.29146], [0.41719, 0.57178, 1.48085], [1.79639, -2.57357, 3.84949], [2.90006, -4.45539, 4.71276], [4.02265, -5.42956, 3.73066], [2.71450, -4.51555, 2.93774]], "lowdin_charge": [-0.09, -0.07, -0.20, -0.02, -0.04, -0.23, -0.16, -0.16, -0.18, -0.12, -0.22, -0.42, 0.05, -0.05, -0.12, -0.13, -0.09, -0.17, -0.02, -0.09, -0.10, -0.02, -0.20, 0.04, -0.12, -0.10, -0.12, -0.17, 0.03, -0.19, -0.07, -0.09, 0.10, 0.10, 0.09, 0.10, 0.11, 0.13, 0.13, 0.12, 0.12, 0.11, 0.12, 0.13, 0.13, 0.12, 0.12, 0.12, 0.11, 0.10, 0.10, 0.12, 0.13, 0.11, 0.14, 0.12, 0.11, 0.12, 0.12, 0.13, 0.11, 0.10, 0.09, 0.10], "mol_weight_g_mol": 441.55, "multiplicity": 1, "smiles": "COc1ccc(CN2CCC(C(=O)N3CCN(c4ccccc4F)CC3)CC2)cc1OC", "orbital_gap_ev": 8.61}

Version b
{"formula": "C25H32FN3O3", "method": "wB97M-V/def2-TZVPD", "symbols": ["C", "C", "N", "C", "C", "C", "C", "N", "C", "O", "C", "C", "C", "C", "O", "N", "C", "C", "C", "C", "O", "C", "C", "C", "C", "C", "C", "C", "C", "F", "C", "C", "H", "H", "H", "H", "H", "H", "H", "H", "H", "H", "H", "H", "H", "H", "H", "H", "H", "H", "H", "H", "H", "H", "H", "H", "H", "H", "H", "H", "H", "H", "H", "H"], "xyz": [[-5.33781, -2.11451, 1.62352], [-5.66218, -0.83719, 0.83869], [-4.63530, -0.38397, -0.07669], [-4.33593, -1.30915, -1.15393], [-3.76975, -0.58768, -2.37279], [-3.46186, 0.18237, 0.55551], [-3.30715, 1.67206, 0.19321], [-1.99589, 2.15524, 0.56178], [-1.01510, 2.33629, -0.34727], [-1.20221, 2.30408, -1.54561], [0.36764, 2.58281, 0.24960], [0.92005, 3.95448, -0.12061], [2.27950, 4.11711, 0.54198], [3.20837, 2.91392, 0.46545], [4.38487, 3.03810, 0.73955], [2.66794, 1.70817, 0.13413], [3.51782, 0.56936, 0.06814], [3.55195, -0.22424, -1.06811], [4.35049, -1.35355, -1.12000], [5.14088, -1.69929, -0.03033], [5.95898, -2.78556, 0.02953], [6.04938, -3.62278, -1.09731], [5.11422, -0.89156, 1.10771], [4.30989, 0.22436, 1.15895], [1.30713, 1.52401, -0.34796], [0.77955, 0.15263, 0.00141], [0.88387, -0.33711, 1.29804], [0.34855, -1.56646, 1.63375], [-0.30154, -2.29731, 0.65594], [-0.83913, -3.49262, 0.97891], [-0.42417, -1.83385, -0.64082], [0.12312, -0.60422, -0.96037], [-4.41392, -2.00049, 2.18653], [-6.14207, -2.33294, 2.32113], [-5.22575, -2.96069, 0.95075], [-6.57331, -0.99803, 0.25502], [-5.85945, -0.01954, 1.53751], [-3.62886, -2.09441, -0.83501], [-5.27208, -1.79565, -1.43784], [-4.46261, 0.18192, -2.70138], [-2.81454, -0.12066, -2.15008], [-3.62613, -1.29710, -3.18455], [-2.55286, -0.34188, 0.23455], [-3.52367, 0.09204, 1.64574], [-3.40542, 1.80176, -0.88406], [-4.07572, 2.26536, 0.69390], [-1.76044, 2.11811, 1.54119], [0.33975, 2.47624, 1.33829], [0.24293, 4.74380, 0.21240], [1.00286, 4.02230, -1.20639], [2.82394, 4.96447, 0.12226], [2.15163, 4.32354, 1.60960], [2.95849, 0.03422, -1.93123], [4.34972, -1.94775, -2.01997], [6.42285, -3.08083, -1.97209], [5.08397, -4.08043, -1.33730], [6.75953, -4.40308, -0.82816], [5.73593, -1.16578, 1.94482], [4.30389, 0.84375, 2.04118], [1.27131, 1.64746, -1.44041], [1.39910, 0.24096, 2.05020], [0.42829, -1.96036, 2.63443], [-0.93758, -2.42818, -1.38003], [0.02400, -0.22214, -1.96502]], "lowdin_charge": [-0.08, -0.25, -0.20, -0.26, -0.08, -0.17, -0.14, 0.08, -0.47, 0.08, -0.18, -0.13, -0.08, -0.43, 0.07, 0.06, -0.22, 0.00, -0.01, -0.28, -0.08, -0.09, 0.01, 0.00, -0.20, -0.20, -0.01, 0.01, -0.28, 0.06, -0.01, -0.03, 0.06, 0.07, 0.06, 0.11, 0.11, 0.11, 0.12, 0.08, 0.05, 0.07, 0.11, 0.12, 0.11, 0.12, 0.14, 0.15, 0.13, 0.13, 0.13, 0.13, 0.12, 0.10, 0.10, 0.09, 0.09, 0.12, 0.12, 0.16, 0.12, 0.12, 0.12, 0.12], "mol_weight_g_mol": 441.55, "multiplicity": 1, "smiles": "CCN(CC)CCNC(=O)[C@@H]1CCC(=O)N(c2ccc(OC)cc2)[C@H]1c1ccc(F)cc1", "orbital_gap_ev": 8.69}

Which is most stable, and by how much? version b, by 38.3 kcal/mol.

Version a
{"formula": "C20H29N3O4", "method": "wB97M-V/def2-TZVPD", "symbols": ["C", "H", "O", "C", "C", "C", "C", "C", "C", "H", "H", "H", "C", "N", "C", "O", "C", "C", "C", "C", "H", "H", "C", "O", "N", "H", "C", "H", "H", "C", "N", "C", "C", "H", "O", "C", "C", "H", "H", "H", "H", "H", "H", "H", "H", "H", "H", "H", "H", "H", "H", "H", "H", "H", "H", "H"], "xyz": [[1.94386, 2.61992, 0.54530], [1.99896, 2.80017, 1.65479], [0.55389, 2.88533, 0.13818], [-0.53873, 2.49877, 0.70041], [-0.64578, 1.71701, 1.72761], [-1.59284, 1.22375, 2.26995], [-2.71109, 1.69837, 1.79231], [-2.99117, 2.39769, 0.62233], [-1.78808, 2.89815, 0.05850], [-1.77495, 3.63901, -0.61759], [-3.75079, 2.59864, 0.18993], [-3.80151, 1.10274, 2.02245], [-1.71198, 0.27151, 3.44155], [-0.99601, -1.23964, 2.95918], [0.06265, -1.55803, 3.31180], [1.03320, -0.74721, 4.01262], [0.62922, -2.80699, 3.05798], [-0.40541, -3.80031, 2.52421], [-1.44086, -3.29755, 1.52803], [-1.87589, -1.96499, 2.21918], [-2.84403, -2.30568, 2.83309], [-2.29710, -1.30659, 1.41892], [-0.48973, -2.93086, 0.21833], [-0.18047, -3.69649, -0.58677], [-0.24549, -1.77242, -0.02546], [-0.31305, -0.94979, 0.89115], [0.69096, -1.02619, -0.89942], [0.96237, -2.25269, -1.59043], [1.80969, -0.69413, -0.60691], [0.10736, -0.09074, -1.76639], [1.02341, 0.46918, -2.70523], [0.42889, 1.87159, -3.21955], [1.68412, 2.52004, -3.88049], [1.25464, 3.62290, -4.31251], [2.13823, 1.86796, -4.97726], [2.68519, 0.35461, -4.53483], [1.34580, -0.26045, -3.82612], [2.16154, -1.14284, -3.30441], [0.71832, -0.47025, -4.50302], [3.09698, -0.05372, -5.49743], [3.55324, 0.74958, -3.66945], [2.76479, 2.80519, -3.24212], [0.27505, 2.55010, -2.35792], [-0.32011, 1.86274, -3.80968], [-0.41738, 0.59788, -1.31643], [-0.81189, -0.59922, -2.29217], [-2.20065, -3.75968, 1.31597], [-0.10186, -4.69011, 2.21732], [-1.14483, -4.29512, 3.31142], [1.46605, -2.79669, 2.02346], [1.15537, -3.42464, 3.77526], [-0.89008, 0.44055, 4.14455], [-2.66616, -0.15564, 3.95473], [0.53192, 1.31703, 2.25329], [2.08409, 1.58634, 0.46284], [2.78809, 3.12190, -0.05505]], "lowdin_charge": [-0.01, 0.10, -0.07, -0.33, -0.08, -0.36, -0.07, 0.01, 0.08, 0.07, 0.00, 0.18, 0.13, -0.01, -0.51, -0.17, -0.08, -0.17, -0.09, -0.17, 0.18, 0.14, -0.62, 0.11, 0.07, 0.23, -0.17, 0.22, 0.17, -0.30, -0.14, -0.06, -0.33, 0.16, -0.25, -0.01, -0.20, 0.19, 0.04, 0.11, 0.17, 0.16, 0.11, 0.05, 0.05, 0.18, 0.05, 0.06, 0.16, 0.23, 0.13, 0.10, 0.16, 0.23, 0.04, 0.12], "mol_weight_g_mol": 375.47, "multiplicity": 1, "orbital_gap_ev": 9.17}

Version b
{"formula": "C20H29N3O4", "method": "wB97M-V/def2-TZVPD", "symbols": ["C", "O", "C", "C", "C", "C", "N", "C", "C", "C", "N", "N", "C", "C", "C", "C", "O", "C", "C", "O", "C", "C", "O", "C", "C", "C", "C", "H", "H", "H", "H", "H", "H", "H", "H", "H", "H", "H", "H", "H", "H", "H", "H", "H", "H", "H", "H", "H", "H", "H", "H", "H", "H", "H", "H", "H"], "xyz": [[4.21727, 2.84128, -5.39383], [3.58579, 2.47285, -4.19922], [2.29897, 3.02837, -4.06354], [1.67723, 2.58015, -2.74039], [2.52225, 3.03334, -1.55153], [1.92116, 2.52783, -0.24438], [1.83827, 1.08259, -0.25969], [1.46075, 0.53455, 1.03301], [1.63347, -0.94778, 1.06257], [2.84049, -1.63479, 0.84069], [2.68986, -2.93480, 0.98763], [1.41450, -3.11058, 1.31722], [0.71581, -1.94589, 1.36558], [-0.69820, -1.92042, 1.70955], [-1.18832, -2.76747, 2.70147], [-2.53127, -2.74287, 3.03406], [-3.10435, -3.51395, 3.99943], [-2.29081, -4.41243, 4.70965], [-3.42256, -1.87485, 2.36894], [-4.71671, -1.97774, 2.78585], [-5.61521, -0.90938, 2.59371], [-2.92770, -1.04631, 1.35224], [-3.82164, -0.24315, 0.68731], [-3.33187, 0.65537, -0.27577], [-1.57300, -1.07451, 1.04261], [0.97178, 0.63659, -1.33031], [1.54102, 1.06016, -2.67905], [3.64570, 2.50470, -6.26894], [4.34520, 3.92994, -5.45956], [5.19386, 2.36141, -5.39301], [2.36193, 4.12907, -4.09321], [1.66194, 2.70594, -4.90413], [0.68149, 3.03631, -2.67266], [2.58956, 4.12276, -1.52517], [3.52498, 2.62357, -1.66714], [2.55899, 2.82833, 0.59117], [0.92380, 2.98856, -0.09363], [0.42589, 0.80025, 1.31682], [2.13219, 0.97709, 1.77758], [3.79029, -1.21706, 0.57646], [1.04999, -4.03932, 1.45569], [-0.50391, -3.41162, 3.22921], [-2.95349, -4.91106, 5.41514], [-1.49987, -3.89438, 5.26282], [-1.84085, -5.16105, 4.04855], [-5.18587, 0.04180, 2.91848], [-6.47738, -1.14809, 3.21662], [-5.93049, -0.82378, 1.55161], [-2.60582, 1.35328, 0.15423], [-4.20222, 1.21195, -0.62127], [-2.87888, 0.13349, -1.12511], [-1.18660, -0.46232, 0.24717], [0.90384, -0.45323, -1.28447], [-0.05028, 1.05660, -1.22061], [0.89073, 0.70272, -3.48007], [2.52826, 0.61795, -2.80642]], "lowdin_charge": [-0.11, -0.19, -0.22, -0.31, -0.14, -0.20, -0.16, -0.15, -0.16, -0.11, 0.03, 0.02, -0.16, -0.15, 0.03, -0.19, -0.06, -0.08, -0.12, -0.05, -0.07, -0.17, -0.11, -0.08, 0.03, -0.19, -0.13, 0.09, 0.09, 0.09, 0.13, 0.13, 0.15, 0.12, 0.12, 0.12, 0.13, 0.12, 0.13, 0.11, 0.16, 0.11, 0.10, 0.10, 0.10, 0.10, 0.09, 0.09, 0.10, 0.10, 0.10, 0.08, 0.12, 0.12, 0.12, 0.12], "mol_weight_g_mol": 375.47, "multiplicity": 1, "smiles": "COCC1CCN(Cc2cn[nH]c2-c2cc(OC)c(OC)c(OC)c2)CC1", "orbital_gap_ev": 8.45}

Which is most stable, and by how much? version b, by 432.4 kcal/mol.